Below is 5 unconnected molecules or ions with the total composition C25H39Br2IO10S5 in a non-equilibrium geometry, with properties calculated with ωB97M-V with the def2-TZVPD basis set.

```
82
Properties=species:S:1:pos:R:3:forces:R:3
C 3.986 -5.646 -3.387 0.8 -0.1 -0.3
C 4.807 -5.188 -4.605 -0.6 -0.4 0.4
S 3.999 -3.980 -5.689 0.2 0.3 -0.3
C 2.764 -3.191 -4.626 0.1 -0.7 -0.5
C 1.420 -3.871 -4.477 0.3 0.2 0.5
C 0.597 -3.496 -3.496 -0.1 0.0 0.3
I 1.046 -1.972 -2.130 0.0 -0.1 -0.2
C -0.728 -4.139 -3.265 -0.6 0.6 0.5
O -1.588 -3.590 -2.612 0.2 -0.3 -0.1
C -0.953 -5.473 -3.872 0.2 -0.3 -0.1
Br -2.338 -6.547 -3.197 0.1 0.4 0.0
C -0.163 -5.839 -4.879 -0.1 -0.6 0.0
Br -0.386 -7.478 -5.778 0.2 0.4 0.0
C 0.949 -4.953 -5.382 -0.1 -0.4 -1.0
O 1.375 -5.146 -6.499 -0.2 0.3 0.7
H 4.270 -6.670 -3.169 0.0 -0.2 0.1
H 2.919 -5.645 -3.555 -0.2 0.1 0.1
H 4.269 -5.071 -2.514 -0.4 0.2 0.2
H 4.984 -6.053 -5.230 0.0 -0.1 -0.3
H 5.777 -4.848 -4.264 0.2 0.3 0.0
H 3.213 -3.083 -3.650 -0.1 0.1 0.3
H 2.587 -2.191 -5.002 0.1 0.3 -0.2
C 0.699 -4.192 2.572 0.1 0.0 0.0
C 1.957 -3.380 2.908 0.0 -0.1 0.0
C 3.173 -4.234 2.525 0.0 0.3 0.3
S 2.629 -5.306 1.192 -0.2 0.2 0.0
O 2.669 -6.670 1.658 0.1 0.0 -0.1
O 3.271 -4.920 -0.041 0.1 -0.2 0.0
C 0.926 -4.756 1.173 -0.3 0.1 0.0
H -0.203 -3.583 2.615 0.0 0.0 0.0
H 0.587 -5.011 3.288 0.0 0.0 0.0
H 1.958 -2.463 2.329 0.0 0.2 -0.1
H 1.990 -3.104 3.961 0.0 0.0 0.0
H 4.007 -3.631 2.175 0.0 -0.1 -0.1
H 3.496 -4.871 3.346 0.0 -0.1 -0.1
H 0.280 -5.597 0.933 0.1 -0.1 0.0
H 0.835 -3.991 0.397 0.1 0.0 0.1
C -1.050 2.100 1.453 0.4 0.0 0.0
C 0.147 3.016 1.745 -0.1 0.0 0.0
C 1.420 2.171 1.610 0.0 0.3 0.2
S 1.030 0.873 0.433 -0.3 0.5 -0.1
O 1.070 -0.402 1.112 0.2 -0.2 -0.1
O 1.766 1.076 -0.791 0.1 -0.4 0.0
C -0.679 1.329 0.188 -0.3 0.1 0.1
H -1.966 2.663 1.320 -0.1 0.0 0.0
H -1.199 1.408 2.282 -0.1 0.0 0.0
H 0.168 3.827 1.019 0.1 -0.2 0.3
H 0.079 3.464 2.738 0.0 0.0 0.0
H 2.260 2.746 1.230 0.0 -0.1 -0.1
H 1.690 1.693 2.550 0.0 -0.1 -0.1
H -1.278 0.433 0.035 0.1 -0.1 0.0
H -0.721 1.967 -0.694 0.1 0.0 0.0
C -0.057 6.820 -3.176 -0.1 -0.1 0.0
C -1.528 6.636 -2.782 0.1 0.0 0.0
C -1.577 5.573 -1.676 -0.3 0.1 -0.2
S 0.002 5.671 -0.821 -0.1 0.5 -0.4
O 0.721 4.442 -1.045 0.0 0.0 0.1
O -0.199 6.199 0.505 0.1 -0.2 0.1
C 0.715 6.936 -1.864 0.0 0.2 -0.3
H 0.088 7.700 -3.800 0.0 0.0 0.0
H 0.289 5.949 -3.735 0.0 0.0 0.0
H -1.926 7.579 -2.403 0.0 0.0 0.0
H -2.140 6.342 -3.633 0.0 0.0 0.0
H -2.375 5.757 -0.962 0.1 -0.1 0.1
H -1.670 4.569 -2.085 0.1 0.0 0.1
H 1.783 6.758 -1.969 0.0 -0.1 0.1
H 0.539 7.897 -1.383 0.0 0.0 0.1
C -4.571 4.384 5.188 -0.1 -0.1 0.0
C -5.460 3.279 5.777 0.1 0.0 0.0
C -5.286 2.034 4.897 -0.3 0.1 0.3
S -3.635 2.145 4.194 -0.2 0.2 0.4
O -3.764 2.310 2.769 0.0 -0.1 -0.1
O -2.792 1.127 4.765 0.1 -0.1 -0.3
C -3.221 3.730 4.914 -0.1 0.3 0.1
H -4.473 5.229 5.867 0.0 0.0 0.0
H -5.005 4.750 4.255 0.0 0.0 0.0
H -5.138 3.058 6.796 0.0 0.0 0.0
H -6.504 3.582 5.822 0.0 0.0 0.0
H -5.363 1.112 5.468 0.1 -0.1 -0.1
H -5.995 2.019 4.073 0.1 0.0 -0.1
H -2.597 4.291 4.221 0.0 -0.1 -0.1
H -2.677 3.539 5.839 0.0 -0.1 0.0
```
Forces are in eV/Å.

Computed properties:
- SMILES = CCSCC1=C(I)C(=O)C(Br)=C(Br)C1=O.O=S1(=O)CCCC1.O=S1(=O)CCCC1.O=S1(=O)CCCC1.O=S1(=O)CCCC1
- total charge = 0
- highest occupied orbital energy (Ha) = -0.2955
- orbital gap (eV) = 6.73

=====

Below is a molecular structure, C28H48CeCl2OP2 in a non-equilibrium geometry, with properties calculated with ωB97M-V with the def2-TZVPD basis set.

```
82
Properties=species:S:1:pos:R:3:forces:R:3
P -1.298 -0.258 -0.258 -0.8 -0.9 -0.6
C -1.719 -1.784 0.802 0.3 0.7 0.0
C -3.052 -2.516 0.592 -0.1 -0.1 -0.2
C -3.268 -3.593 1.662 0.1 0.1 0.1
C -2.083 -4.562 1.774 0.0 -0.1 -0.1
C -0.720 -3.860 1.837 -0.1 0.2 0.0
C -0.568 -2.794 0.744 0.0 -0.1 0.2
C -1.139 -0.964 -2.007 0.1 0.4 0.5
C -2.140 -2.027 -2.465 0.0 -0.1 -0.2
C -2.002 -2.302 -3.968 0.1 0.1 0.0
C -0.560 -2.660 -4.356 0.0 -0.1 0.1
C 0.489 -1.705 -3.772 0.0 0.1 0.1
C 0.293 -1.457 -2.268 0.0 -0.1 -0.2
C -3.024 0.459 -0.399 0.0 -0.1 -0.1
C -3.533 0.892 0.988 -0.1 0.1 -0.1
C -4.929 1.531 0.933 0.0 0.0 -0.2
C -5.029 2.666 -0.095 0.2 0.0 0.0
C -4.488 2.264 -1.474 0.0 -0.2 0.1
C -3.094 1.613 -1.413 -0.1 0.1 0.1
H -1.728 -1.318 1.805 0.1 -0.3 -0.1
H -3.049 -3.003 -0.390 -0.1 0.1 0.3
H -3.906 -1.828 0.593 0.2 -0.1 0.1
H -4.183 -4.156 1.424 0.2 0.1 0.1
H -3.428 -3.101 2.632 0.0 -0.1 -0.1
H -2.208 -5.190 2.663 0.0 0.0 -0.1
H -2.092 -5.237 0.906 0.0 0.1 0.1
H -0.604 -3.367 2.814 0.0 -0.1 -0.1
H 0.088 -4.597 1.737 -0.2 0.1 0.1
H 0.399 -2.284 0.854 -0.2 -0.1 0.0
H -0.572 -3.286 -0.240 0.0 0.1 0.2
H -1.304 -0.054 -2.611 0.2 -0.3 0.0
H -2.324 -1.413 -4.528 0.0 -0.1 0.1
H -3.177 -1.740 -2.240 0.2 -0.1 0.0
H -1.938 -2.968 -1.931 0.0 0.2 -0.1
H -2.674 -3.125 -4.247 0.1 0.2 0.0
H -0.468 -2.678 -5.448 0.0 -0.1 0.1
H -0.346 -3.680 -4.005 0.0 0.1 0.0
H 1.497 -2.101 -3.952 -0.2 0.1 0.0
H 0.418 -0.736 -4.287 0.1 -0.1 0.1
H 1.032 -0.731 -1.899 -0.2 -0.1 -0.2
H 0.466 -2.396 -1.719 0.0 0.2 -0.2
H -3.652 -0.368 -0.778 0.0 0.4 0.2
H -3.570 0.036 1.675 0.1 0.2 -0.1
H -2.824 1.606 1.432 0.0 0.0 -0.1
H -5.667 0.758 0.676 0.1 0.1 0.0
H -5.194 1.908 1.930 0.0 -0.1 -0.2
H -4.457 3.530 0.272 0.0 -0.1 0.0
H -6.074 2.990 -0.187 0.2 0.0 0.0
H -4.445 3.146 -2.127 -0.1 -0.2 0.1
H -5.192 1.558 -1.937 0.1 0.1 0.1
H -2.840 1.254 -2.418 0.0 0.1 0.2
H -2.344 2.378 -1.163 -0.1 -0.1 0.0
Ce 1.686 1.874 0.640 1.0 -1.5 -0.6
Cl 1.205 2.314 -1.829 -0.3 0.2 -0.6
Cl 0.865 0.134 2.393 0.0 -0.1 0.6
C 3.806 1.262 0.398 -0.8 0.8 0.8
H 4.499 2.145 0.343 -0.5 -0.5 -0.1
C 4.484 0.032 0.084 0.5 -0.9 -0.4
C 5.811 0.052 -0.435 -0.4 -0.4 0.0
C 6.395 -1.105 -0.951 -0.3 -0.2 0.1
C 5.689 -2.328 -0.940 0.0 0.5 0.2
C 4.421 -2.393 -0.337 0.2 0.2 0.0
C 3.837 -1.242 0.195 0.3 0.6 -0.3
H 6.329 1.019 -0.460 -0.1 -0.5 -0.1
H 7.406 -1.058 -1.371 -0.4 -0.1 0.1
H 3.887 -3.349 -0.286 0.2 0.4 0.0
H 2.856 -1.269 0.685 0.3 -0.1 -0.2
H 6.137 -3.214 -1.392 -0.1 0.2 0.2
C 4.977 4.159 2.591 0.1 0.1 0.1
P 3.240 4.603 2.591 -0.6 -0.9 -0.8
C 2.557 4.320 4.222 0.1 0.2 0.2
C 3.131 6.361 2.233 0.0 0.3 0.0
O 2.443 3.744 1.580 0.7 1.9 1.2
H 5.436 4.480 1.646 -0.1 -0.1 0.2
H 5.075 3.071 2.686 -0.1 0.2 0.0
H 5.488 4.658 3.428 -0.1 -0.1 -0.2
H 3.159 4.835 4.984 -0.2 -0.2 -0.1
H 1.527 4.699 4.243 0.2 -0.1 0.0
H 2.548 3.241 4.415 0.0 0.2 0.0
H 3.600 6.581 1.263 -0.2 -0.1 0.3
H 2.078 6.676 2.204 0.3 -0.1 0.0
H 3.651 6.945 3.013 -0.2 -0.3 -0.3
```
Forces are in eV/Å.

Computed properties:
- total charge = 0
- highest occupied orbital energy (alpha / beta) (Ha) = -0.2200 / -0.2197
- orbital gap (alpha / beta) (eV) = 5.80 / 5.79

=====

Below is a gas-phase ion, C5H16N3 (charge +1) in a non-equilibrium geometry, with properties calculated with ωB97M-V with the def2-TZVPD basis set.

```
24
Properties=species:S:1:pos:R:3:forces:R:3
N 1.120 -1.104 -1.579 1.8 1.9 0.8
C 1.484 0.338 -1.166 0.8 0.5 1.5
C 2.337 0.500 0.120 1.9 -0.1 -0.6
C 0.164 1.118 -0.972 -0.2 1.7 -3.5
N -0.911 0.320 -0.448 1.1 0.1 2.1
C -0.640 -0.133 0.991 -2.0 -1.5 -1.1
C -1.890 -0.225 1.904 -1.5 0.7 -2.2
N -3.075 -0.885 1.231 2.0 -0.7 0.4
H 0.231 -0.980 -2.051 -0.4 -0.8 -0.1
H 1.087 -1.637 -0.713 -0.5 -0.4 -0.2
H 1.923 -1.391 -2.136 -0.5 -0.6 -0.4
H 2.219 0.756 -1.906 -1.5 -0.3 0.0
H 2.236 -0.004 1.047 -1.0 -1.5 0.5
H 2.146 1.499 0.461 0.3 0.8 -0.2
H 3.439 0.401 -0.053 -0.9 0.2 -0.3
H 0.524 2.089 -0.500 -1.1 -1.0 -0.1
H -0.209 1.406 -2.048 0.7 -0.2 1.8
H -1.834 0.708 -0.610 0.3 0.2 0.3
H 0.116 0.405 1.541 0.4 0.3 -0.3
H -0.398 -1.190 0.815 0.8 0.0 0.6
H -2.193 0.805 2.057 0.0 0.1 1.1
H -1.688 -0.858 2.768 0.2 0.7 0.2
H -2.569 -1.571 0.681 -0.9 -0.7 -0.2
H -3.621 -0.365 0.566 0.1 0.7 0.0
```
Forces are in eV/Å.

Computed properties:
- SMILES = C[C@@H]([NH3+])CNCCN
- total charge = +1
- energy relative to the best compared isomer or geometry (same formula, charge and spin) (kcal/mol) = 70.1
- highest occupied orbital energy (Ha) = -0.4622
- orbital gap (eV) = 9.15

=====

Below is a single C6H6O4S molecule in a non-equilibrium geometry, with properties calculated with ωB97M-V with the def2-TZVPD basis set.

```
17
Properties=species:S:1:pos:R:3:forces:R:3
C 1.375 -2.395 -0.299 0.0 -1.2 -1.1
C 2.622 -0.402 -0.154 -0.4 -0.8 0.7
C 0.479 0.361 -1.432 -0.8 0.4 2.4
C 0.420 -1.799 0.603 2.7 2.8 -0.8
C 1.236 0.217 -0.078 -0.2 -3.4 -0.3
C -0.852 1.100 -1.280 1.5 -2.2 -0.7
O 1.155 -3.354 -0.998 0.6 1.0 0.6
O 3.638 0.156 0.110 0.2 0.4 -0.3
O 0.878 -0.233 -2.372 0.5 -0.4 -1.3
O 2.610 -1.743 -0.350 -0.1 -0.4 -0.5
S 1.093 1.327 1.176 0.0 1.4 1.9
H -0.525 -2.162 0.499 -2.8 -0.5 -0.9
H 0.633 -1.756 1.637 0.9 0.4 1.0
H -0.632 2.130 -1.345 -0.2 1.3 -0.2
H -1.092 0.827 -0.265 -1.1 0.2 0.2
H -1.475 0.677 -2.080 -0.2 0.6 0.5
H 1.944 0.760 2.135 -0.7 0.4 -1.2
```
Forces are in eV/Å.

Computed properties:
- total charge = 0
- energy relative to the best compared isomer or geometry (same formula, charge and spin) (kcal/mol) = 47.8
- highest occupied orbital energy (alpha / beta) (Ha) = -0.3422 / -0.3422
- orbital gap (alpha / beta) (eV) = 7.90 / 7.90

=====

Below is a single C4H5NO3S molecule in a non-equilibrium geometry, with properties calculated with ωB97M-V with the def2-TZVPD basis set.

```
14
Properties=species:S:1:pos:R:3:forces:R:3
C 2.463 -2.389 -1.218 -1.2 -0.6 -0.4
C 1.425 -1.845 -0.916 0.4 -0.5 0.5
C 0.341 -1.099 -0.254 0.8 0.8 0.0
C -1.871 0.991 0.882 0.0 0.7 -2.7
N 0.396 0.228 -0.608 0.1 1.5 -0.2
O -0.433 -1.505 0.573 0.0 -0.7 -0.1
O -0.268 2.652 -0.403 0.3 -0.4 0.3
O 0.477 1.474 1.719 -0.5 0.2 -2.0
S -0.228 1.491 0.442 0.7 -1.5 0.3
H 3.096 -3.166 -1.616 0.2 0.6 0.3
H -2.093 2.015 1.193 -1.3 -0.6 0.7
H -2.518 0.479 0.125 0.6 1.6 -0.4
H -1.798 0.150 1.474 0.5 -0.9 2.6
H 1.012 0.523 -1.394 -0.7 -0.2 1.1
```
Forces are in eV/Å.

Computed properties:
- SMILES = C#CC(=O)NS(C)(=O)=O
- total charge = 0
- energy relative to the best compared isomer or geometry (same formula, charge and spin) (kcal/mol) = 64.3
- highest occupied orbital energy (Ha) = -0.4060
- orbital gap (eV) = 11.11

=====

Below is a single C4H8N2O molecule, with properties calculated with ωB97M-V with the def2-TZVPD basis set.

```
15
Properties=species:S:1:pos:R:3:forces:R:3
N -1.935 -0.176 -0.425 -0.1 -0.1 0.1
C -0.815 -0.342 0.508 0.2 0.0 0.1
C 0.386 -0.942 -0.230 0.0 -0.1 0.0
C 1.232 0.157 -0.852 -0.2 -0.3 -0.2
O 1.796 0.923 0.197 -0.4 0.0 0.1
C -0.522 1.024 1.135 0.6 0.0 -0.2
N 0.672 1.459 0.972 0.0 0.0 -0.2
H -2.167 -1.079 -0.832 0.0 0.1 0.1
H -2.762 0.144 0.074 0.2 0.1 -0.1
H -1.075 -1.001 1.358 0.1 0.2 -0.2
H 0.056 -1.651 -0.994 0.0 0.0 0.1
H 1.023 -1.472 0.487 -0.1 0.0 -0.1
H 0.625 0.814 -1.491 0.0 -0.1 0.0
H 2.058 -0.251 -1.443 0.0 0.1 0.2
H 1.054 2.349 1.255 -0.4 0.0 0.4
```
Forces are in eV/Å.

Computed properties:
- total charge = 0
- energy relative to the best compared isomer or geometry (same formula, charge and spin) (kcal/mol) = 103.3
- highest occupied orbital energy (Ha) = -0.3097
- orbital gap (eV) = 9.46